Entry 1:
Computed, not measured: a molecular structure, C33H34GeN4O5V in a non-equilibrium geometry, with the ωB97M-V functional and the def2-TZVPD basis.

```
! RIJCOSX wB97M-V def2-TZVPD def2/J DEFGRID3
* xyz 0 2
H -1.21422 3.45816 2.31334
C 1.05126 -0.96669 -2.08117
O 1.53442 0.58162 3.22370
C -2.28732 0.39591 3.21626
N 0.46080 2.75615 1.39430
H -0.56688 -0.63619 6.46586
H -5.25100 -1.42724 -4.06437
H -1.09120 -2.00074 -3.54070
H 4.62258 3.65009 -1.63152
Ge -0.23105 0.17653 -1.15545
O 1.83098 -0.24158 5.31482
H 1.22070 6.38677 0.35252
C 1.33230 -3.97887 1.51858
C -2.47769 -0.37212 5.44648
C 1.56623 3.03108 0.62683
C 4.40068 -2.10108 0.61860
H 0.26294 -3.09412 -3.71889
C 1.15933 0.13521 4.37981
H -4.17081 -0.04380 4.12057
C 2.55255 -0.52911 0.71686
C 3.60598 -3.16773 0.90359
H -4.58135 0.41100 -2.45737
C -3.95601 0.15770 -3.31906
C -2.49351 0.42115 -2.95889
H -2.72790 -0.04996 -0.86775
N 1.87371 0.67701 0.61707
H -4.03794 -1.98369 -2.92122
C -0.36228 0.08563 4.47763
V 0.19692 0.71507 1.67632
C -4.21932 -1.28384 -3.73940
O -1.70031 1.05483 1.06600
C 2.36945 1.90883 0.20843
H -4.25351 0.83094 -4.12787
C 0.03019 -3.69371 1.80257
H -3.56693 -1.57409 -4.56870
H -2.33678 1.49626 -2.83701
N -0.96019 0.44798 3.35002
H 0.04328 1.60953 -1.67545
H 4.56899 0.02194 0.31050
O -3.28252 -0.76755 6.45565
C -3.09806 -0.00669 4.24725
H 2.03627 -0.54958 -1.86564
H -0.79608 -1.20088 -5.89333
C -2.04839 -0.30240 -1.68260
O -3.90158 0.77352 1.49428
H 1.04530 -1.97578 -1.65616
C 2.22958 -2.94463 1.17316
H 4.02351 1.35146 -1.01352
C -0.09911 5.07384 1.38466
C 3.88650 -0.78556 0.52243
H -1.86716 0.11983 -3.80751
C -0.34101 3.73492 1.73547
H -2.08342 -1.38721 -1.81609
C -2.73349 0.77200 1.80493
C 3.76355 3.49295 -0.99126
H 1.69502 -4.99953 1.55885
C -0.35215 -2.14014 -5.55231
C 3.02324 4.55733 -0.58472
C 3.43834 2.16396 -0.61203
N 0.41412 -1.36454 1.44801
C 1.72299 -1.64042 1.11975
C 1.87945 4.33448 0.23175
H 0.51065 -0.07166 -4.00062
H 5.45953 -2.25081 0.44857
C -0.38742 -2.35348 1.77490
H -2.75353 -0.99369 7.22849
H -1.01862 -2.94810 -5.85802
H -0.79499 5.83833 1.69883
C -0.12969 -2.12570 -4.04698
H 4.00755 -4.17141 0.95271
C 1.00743 5.36474 0.64465
H 0.59225 -2.26710 -6.08788
H 1.80741 -1.23026 -4.08882
H 3.27877 5.56533 -0.88451
C 0.84255 -1.03861 -3.60465
C -1.09124 -0.33797 5.56612
H -0.67535 -4.46730 2.07052
H -1.40728 -2.08644 2.02986
*
```

Its lowest unoccupied orbital energy (spin up / spin down) is -0.0228 / -0.0293 hartree. As for the HOMO energy (spin up / spin down): -6.37 / -6.52 eV. As for the energy above the lowest of the compared OMol25 structures with the same formula, charge and spin: 0.0 kcal per mole. The maximum force is 1.86 eV/Å.


Entry 2:
Computed, not measured: a molecular structure, C33H34N5O3S11Tc in a non-equilibrium geometry, with the ωB97M-V functional and the def2-TZVPD basis.

```
! RIJCOSX wB97M-V def2-TZVPD def2/J DEFGRID3
* xyz -1 2
H -1.42912 1.46476 -0.62426
C -1.50727 -2.39024 3.03871
C -0.59880 -3.87463 -1.62929
H -0.63196 -3.72251 4.47709
H 5.00205 0.23589 -3.96929
S -1.56621 -2.60211 -2.30074
C -5.21021 -0.01451 2.28887
H 0.52219 -0.81296 3.46969
H 0.63710 4.20706 0.60284
C -6.17701 -0.55706 0.14326
H -0.75126 4.11023 1.70421
C 5.00396 -1.61318 -6.80163
S 7.11645 2.80163 0.32999
H -5.34671 2.03972 2.87398
C 0.19882 1.14088 1.41322
H 0.06193 2.19229 -1.29328
C -3.36707 -1.77957 4.98831
H -0.79305 -2.62425 2.25550
H -1.26519 3.19981 -0.67811
C 0.15627 3.59711 1.37127
H 4.07750 5.20612 0.41741
C -6.29417 1.70089 0.97994
H -5.60445 -2.07060 -1.29635
C 3.57053 4.55806 1.13042
H -0.03298 2.54641 4.30536
C 5.43326 2.55596 0.66420
S 0.90354 -0.01921 -2.34011
C -5.52114 -0.97921 1.31353
N 2.77835 -0.55886 -4.10140
C 6.23215 -1.20524 -7.31234
C -6.55935 0.77033 -0.01308
C 1.72380 -1.00012 -3.51936
C 6.57278 0.22510 -5.42719
C 7.28931 1.64754 -0.95131
H -2.29022 -3.13654 6.24059
Tc -0.53162 -1.06081 -0.83600
H 7.98423 0.00954 -7.03730
C -5.61160 1.31073 2.11346
C 4.77324 1.60783 -0.09762
C -5.20409 -2.44693 1.49427
C -6.49964 -1.54471 -0.95368
S 5.80840 0.83588 -1.30312
C 1.19570 0.02991 3.30159
H 4.40456 -2.32547 -7.33910
H 7.18188 0.93150 -4.87127
H 1.64187 0.32619 4.24997
C -0.49085 1.78980 3.66203
C 4.55829 -1.09712 -5.58815
C 5.34859 -0.16450 -4.90854
H 6.56732 -1.61890 -8.25756
C 2.61699 -2.66770 -5.11145
S 0.55599 -3.09546 -0.57004
O -2.68664 0.50238 1.42938
S 3.16722 1.12377 0.00407
H 0.84288 3.49787 2.20752
H -7.07356 1.07324 -0.92002
N 0.49294 1.18578 2.75441
C -0.70878 2.27590 -0.52831
H -5.24348 -2.73757 2.54234
C -2.49915 -1.44621 2.76946
N 3.29616 -1.47905 -4.99301
S 8.70475 1.38573 -1.73313
H -0.92109 1.00892 4.29443
O -2.03295 -1.41268 0.45108
O 0.30257 0.05395 0.79481
H -4.11692 -1.55907 5.74262
C -3.47140 -1.16914 3.73637
N -4.53247 -0.29593 3.49603
C -2.41424 -0.68689 1.47369
S -0.68727 -5.47682 -1.94753
H 2.82980 3.93409 0.63657
H -4.20763 -2.69974 1.11860
S 1.26578 -2.60694 -4.02065
C -2.34376 -2.67009 5.26312
H -5.91798 -3.06470 0.95294
H -1.31001 2.23016 3.09759
H 1.98796 -0.27858 2.62646
H 3.09946 5.16026 1.90901
H -6.59006 2.73711 0.85254
C -1.41556 -3.00064 4.27964
H -6.94318 -1.03237 -1.80833
S 4.77890 3.50514 1.98234
S 2.91973 -4.01567 -6.02463
C 7.02408 -0.29413 -6.63448
N -0.14694 2.29038 0.81424
H -4.87074 0.20369 4.29450
H -7.21150 -2.30093 -0.61187
*
```

Its lowest unoccupied orbital energy (spin up / spin down) is -0.0132 / 0.0084 hartree. As for the HOMO energy (spin up / spin down): -4.25 / -4.27 eV. As for the energy above the lowest of the compared OMol25 structures with the same formula, charge and spin: 40.5 kcal per mole. The maximum force is 1.60 eV/Å.


Entry 3:
Computed, not measured: a molecular structure, C33H35AuCl2N3O5SSi in a non-equilibrium geometry, with the ωB97M-V functional and the def2-TZVPD basis.

```
! RIJCOSX wB97M-V def2-TZVPD def2/J DEFGRID3
* xyz -1 1
O 2.93142 2.94380 0.88889
H -1.11507 2.06003 2.47203
C -3.72227 0.45815 -1.67527
H -2.69437 -2.11881 -0.91824
C 2.34919 2.53487 -0.10268
C 1.08254 -3.08914 -4.69661
Au 0.77927 0.19712 1.11108
H -3.42785 -5.54178 1.52362
H 4.44278 -1.06350 -3.20368
C 4.66069 -0.07523 -2.82455
C -2.91626 -2.53109 0.05702
H 3.24302 -1.43105 2.69042
C -3.22546 -2.27599 2.40697
C -3.90651 2.42180 -0.16702
C 3.61413 0.80587 -2.55964
H 5.43312 1.08253 1.64862
H 4.17868 -0.02542 3.21318
N 0.32111 -1.39598 2.21508
N 5.29994 0.32911 0.99263
H -0.34404 -3.20625 -3.08157
H 2.49397 -2.58486 -6.23966
H -2.68086 0.64054 -1.94012
C -5.43562 0.46941 0.13905
O -1.25232 0.59332 0.37676
H 0.80978 -4.04014 -5.13315
C -2.96556 0.99824 2.64001
H -3.55472 -4.07894 3.51925
H -4.35726 1.02023 -2.37246
H -5.54820 -0.61749 0.12067
C 0.44377 -2.63539 -3.55386
C 3.47134 -0.39012 2.45898
N 2.27513 0.50226 -2.85523
H -4.15086 2.79791 0.82919
H -4.86467 0.11782 3.14864
H -3.25239 -1.66159 3.29701
H -2.99067 -4.53885 -0.69672
H -6.15620 0.89414 -0.57166
C 0.81219 -1.42901 -2.99263
H 2.44741 1.52225 2.43621
Cl -0.13914 -0.75697 -1.72202
C 2.39347 -1.08169 -4.73536
H 5.43836 3.34987 -1.28568
C -1.98625 1.88581 3.09531
H -3.33140 2.84866 6.05354
H 3.24658 3.97860 -1.39175
C 3.90261 2.04302 -1.96695
C 5.23066 2.38587 -1.73468
O 1.33239 1.72760 -0.13868
H -5.71460 0.82480 1.13676
C -3.38683 -3.64771 2.53929
Si -2.68799 0.18762 0.94591
C -3.22955 2.33662 5.10397
Cl 3.45664 -0.05216 -5.64999
H 6.76420 -0.42660 -2.79863
C -2.99479 -1.67874 1.16448
H -1.33407 3.22885 4.63656
C 1.87101 -0.65648 -3.50695
S 0.23635 -2.79865 1.71727
H -4.59875 2.88388 -0.88243
H 1.66479 0.25889 3.44915
H 1.63110 0.80496 -2.13093
C -3.31357 -4.46909 1.42255
H 7.30159 1.82652 -1.87629
H -2.89359 2.75021 -0.41104
C -4.08402 0.80701 3.45612
C -3.07353 -3.90583 0.17870
C -4.21984 1.46406 4.67167
O 0.52941 -3.14682 0.33278
C -4.01643 0.89376 -0.23436
C 2.22175 0.46594 2.53716
C 2.82250 2.98152 -1.49418
C -2.11066 2.54721 4.31058
C 6.27535 1.52990 -2.05208
H -3.93582 -0.60057 -1.82703
H 1.97803 3.01240 -2.18403
H -5.09743 1.29297 5.28431
C 5.97415 0.28168 -2.58143
C 4.11492 -0.35582 1.08733
H 5.58045 0.54491 0.04395
C 2.03489 -2.29268 -5.30557
O 3.61876 -0.93210 0.14215
*
```

Its lowest unoccupied orbital energy is 0.0966 hartree. As for the HOMO energy: -5.51 eV. As for the energy above the lowest of the compared OMol25 structures with the same formula, charge and spin: 24.3 kcal per mole. The maximum force is 1.12 eV/Å.